21
Properties=species:S:1:pos:R:3:forces:R:3 method="wB97M-V/def2-TZVPD" smiles="CCCN[C@H](C)C=O" orbital_gap_ev=10.106 e_above_lowest_kj_mol=244.1 lumo_energy_ev=0.9 fmax_ev_per_a=3.963
C 0.363 -0.647 2.335 -1.50 -0.14 1.55
C 1.815 -1.012 2.461 2.10 -0.52 -0.32
C -0.319 -1.052 1.050 0.05 0.12 -0.51
N 0.385 -0.436 -0.083 -0.87 0.63 -0.78
C -0.039 -0.305 -2.547 2.73 0.86 -1.65
C -0.498 0.098 -1.122 -2.61 -2.75 -1.15
C -0.634 1.593 -1.009 -0.45 -0.41 -1.07
O -1.590 2.250 -1.325 0.00 -0.14 0.34
H -0.183 -1.166 3.148 0.09 0.28 -0.20
H 0.157 0.439 2.520 0.49 -0.79 -0.32
H 2.157 -1.840 3.152 -1.10 0.41 -0.93
H 2.376 -0.194 2.881 0.19 0.65 0.11
H 2.307 -1.167 1.465 -0.46 -0.07 0.78
H -0.357 -2.164 0.948 -0.13 0.63 0.07
H -1.355 -0.635 1.035 0.73 -0.57 0.12
H 1.097 -0.994 -0.516 0.11 -0.42 0.23
H 1.052 -0.530 -2.376 -0.78 -0.03 -0.87
H -0.048 0.452 -3.375 0.12 0.41 1.30
H -0.472 -1.082 -3.211 -0.30 -0.43 1.68
H -1.498 -0.507 -1.186 1.04 1.66 1.10
H 0.327 2.025 -0.760 0.55 0.61 0.52


71
Properties=species:S:1:pos:R:3:forces:R:3 method="wB97M-V/def2-TZVPD" orbital_gap_ev=4.662 lumo_energy_ev=1.3 charge=-1 fmax_ev_per_a=3.070
C 4.573 3.241 -3.846 0.38 0.29 -0.02
C 3.083 3.058 -3.920 -0.17 -0.08 0.43
O 2.579 3.099 -2.562 0.55 0.11 -1.06
C 1.245 2.798 -2.501 -1.19 -0.34 0.96
C 0.741 2.794 -1.142 1.06 0.16 -1.57
C -0.610 3.108 -0.907 -1.34 0.31 0.53
C -1.599 3.151 -1.942 -0.09 0.14 0.48
C -2.858 3.695 -1.719 0.10 -0.04 0.68
C -3.217 4.141 -0.436 1.23 -0.34 -0.09
Br -4.893 4.957 -0.162 -0.36 0.13 0.10
C -2.300 4.032 0.629 -0.38 -0.12 -0.52
C -1.037 3.499 0.407 -0.08 -0.12 -0.72
O 0.625 2.569 -3.544 0.48 0.12 0.37
H 5.025 3.027 -4.819 -0.02 0.06 0.05
H 4.817 4.274 -3.576 0.08 -0.18 0.04
H 5.029 2.572 -3.110 -0.10 0.16 -0.07
H 2.611 3.869 -4.493 0.08 -0.35 0.05
H 2.829 2.096 -4.388 -0.08 0.30 0.17
H 1.451 3.065 -0.369 0.01 0.15 -0.12
H -1.325 2.798 -2.928 -0.10 0.13 0.18
H -3.564 3.781 -2.541 0.07 -0.05 0.15
H -2.587 4.380 1.618 0.03 -0.09 -0.10
H -0.324 3.411 1.231 -0.19 0.15 -0.17
C -3.347 0.162 3.379 -0.08 0.00 -0.24
C -1.917 -0.275 3.719 0.05 -0.07 -0.18
C -1.184 0.894 4.377 0.05 0.11 -0.03
C -1.983 -1.411 4.748 0.03 -0.22 -0.08
C -1.224 -0.727 2.415 0.39 0.56 -0.18
C -0.270 0.024 1.783 -0.48 0.12 0.60
C 0.398 -0.410 0.591 1.26 1.03 -0.92
C 1.498 0.319 0.065 -1.89 -0.89 2.25
C 2.577 -0.301 -0.635 1.80 -0.96 -1.31
C 2.858 -1.705 -0.564 -0.18 0.69 -0.28
C 3.848 -2.238 -1.374 0.25 -0.07 -0.02
F 4.097 -3.588 -1.299 -0.16 0.71 -0.02
C 4.619 -1.475 -2.248 -0.34 0.13 0.22
C 4.415 -0.087 -2.241 0.09 -0.45 0.19
C 3.478 0.492 -1.399 -0.61 -0.26 0.39
C -0.043 -1.638 -0.003 -0.29 -1.03 0.12
C -0.988 -2.450 0.564 0.55 0.28 -0.52
C -1.422 -3.792 -0.067 -0.07 0.26 0.04
C -1.479 -4.919 0.972 -0.01 0.08 0.26
C -0.466 -4.238 -1.174 0.05 0.03 -0.09
C -2.821 -3.613 -0.668 -0.12 0.17 0.03
C -1.692 -1.960 1.759 -1.02 -0.66 0.53
O -2.698 -2.572 2.194 0.92 0.61 -0.45
H -3.890 -0.688 2.955 0.00 0.24 0.09
H -3.863 0.511 4.282 0.05 -0.03 -0.10
H -3.325 0.975 2.642 -0.08 -0.10 0.14
H -0.150 0.618 4.616 -0.08 0.12 -0.06
H -1.186 1.785 3.739 0.06 -0.09 0.10
H -1.687 1.157 5.316 0.05 -0.06 -0.17
H -0.972 -1.739 5.018 -0.11 0.00 0.04
H -2.492 -1.056 5.653 0.11 -0.03 -0.09
H -2.537 -2.259 4.339 0.15 0.15 0.19
H 0.065 0.972 2.218 -0.12 -0.35 -0.17
H 1.660 1.332 0.427 -0.01 -0.48 0.08
H 2.317 -2.354 0.123 0.15 0.16 -0.25
H 5.371 -1.943 -2.884 -0.26 0.08 0.19
H 4.996 0.540 -2.912 0.02 -0.13 0.21
H 3.387 1.573 -1.325 -0.08 -0.30 -0.31
H 0.422 -1.933 -0.945 -0.20 0.12 0.29
H -2.182 -4.663 1.769 0.18 -0.12 -0.12
H -1.816 -5.844 0.488 0.10 0.10 0.04
H -0.489 -5.090 1.409 -0.09 -0.04 -0.02
H -0.474 -3.538 -2.016 0.10 -0.10 0.07
H 0.558 -4.346 -0.796 -0.11 0.06 -0.12
H -0.785 -5.217 -1.557 0.03 0.19 0.08
H -2.803 -2.810 -1.415 -0.09 -0.14 0.06
H -3.150 -4.541 -1.149 0.02 0.09 0.03
H -3.525 -3.347 0.127 0.05 -0.05 -0.24


14
Properties=species:S:1:pos:R:3:forces:R:3 method="wB97M-V/def2-TZVPD" smiles="N/N=c1/[nH]cnn1N" orbital_gap_ev=8.011 e_above_lowest_kj_mol=216.0 lumo_energy_ev=0.7 fmax_ev_per_a=7.325
C 0.150 -0.706 0.072 -2.04 -0.06 -0.20
C -2.092 -0.472 0.059 -3.24 0.93 0.22
H 2.147 0.405 -0.662 0.04 -1.06 0.86
H 3.098 -0.895 -0.073 -1.02 1.85 0.32
H -1.299 -2.482 -0.190 1.09 4.65 0.97
H -3.172 -0.781 -0.026 1.39 0.53 0.36
H 0.443 2.263 1.009 -0.18 -0.98 -2.00
H -0.181 2.391 -0.631 1.86 -0.29 1.64
N 2.250 -0.279 0.130 3.40 -1.24 -0.88
N 1.272 -1.305 0.134 -1.56 1.28 -0.40
N -1.119 -1.338 0.030 1.59 -7.06 -1.10
N -1.689 0.736 0.164 0.55 0.86 -0.81
N -0.288 0.633 -0.036 0.57 -0.46 1.21
N 0.480 1.829 0.019 -2.47 1.05 -0.18


25
Properties=species:S:1:pos:R:3:forces:R:3 method="wB97M-V/def2-TZVPD" orbital_gap_ev="6.633 / 6.785" e_above_lowest_kj_mol=361.8 lumo_energy_ev="-1.3 / -1.3" fmax_ev_per_a=4.350
C -3.112 -0.238 0.711 0.24 -1.73 -1.64
C -2.733 1.075 0.650 -1.46 0.67 0.70
C -2.210 -1.203 0.188 -0.10 -0.54 1.54
C -1.534 1.473 0.158 1.93 2.18 0.13
C -0.923 -0.797 -0.165 1.17 -1.23 -0.01
C -0.531 0.508 -0.117 -1.78 2.37 -0.20
C 0.182 -1.812 -0.654 -3.71 -0.14 0.29
C 2.349 -1.432 0.411 1.59 -0.62 -3.46
C 2.207 -0.411 1.489 -3.18 1.05 -0.37
C 0.715 1.140 -0.498 3.14 -2.80 1.11
C 0.841 1.791 -1.825 -1.26 1.90 1.66
N 1.406 -1.431 -0.668 2.42 2.62 0.36
O -0.263 -2.841 -1.121 -0.34 -1.13 -0.12
S 2.079 1.292 0.668 -1.51 -0.88 -0.71
H -4.189 -0.369 0.897 0.78 -0.74 0.39
H -3.502 1.718 1.071 0.43 0.70 -0.46
H -2.302 -2.315 0.282 -0.53 1.16 -0.54
H -1.249 2.592 0.058 -0.68 -1.97 0.35
H 3.320 -1.348 -0.192 -0.76 0.32 1.50
H 2.393 -2.439 0.802 -0.09 -0.37 0.71
H 1.357 -0.683 2.189 0.68 0.73 -0.95
H 3.048 -0.254 2.065 2.01 0.05 1.30
H 0.151 1.314 -2.480 -0.65 0.09 -0.67
H 1.799 1.758 -2.204 2.20 -0.55 -0.69
H 0.700 2.913 -1.714 -0.51 -1.14 -0.21


44
Properties=species:S:1:pos:R:3:forces:R:3 method="wB97M-V/def2-TZVPD" orbital_gap_ev=7.916 lumo_energy_ev=-0.6 fmax_ev_per_a=2.480
O 0.113 1.104 -2.782 -0.15 -0.27 -1.14
F 6.199 0.647 -4.105 -1.45 0.65 -0.29
F 4.137 0.021 -3.702 0.89 1.69 -0.39
F 4.516 1.927 -4.837 0.54 -1.43 1.32
N -4.979 -0.350 3.871 0.04 -0.56 -0.59
O -2.507 1.711 0.091 0.86 -0.88 -0.25
O 5.115 1.856 -2.613 -0.20 -1.21 -2.08
C -6.107 0.067 3.264 1.46 0.19 -1.39
C -3.872 -0.566 3.131 -0.06 1.08 0.21
C -6.111 0.346 1.879 0.74 -0.66 0.28
C 3.556 1.939 0.691 -0.79 -0.06 0.55
C 4.501 1.949 -0.311 0.38 -0.10 -0.74
C -4.926 0.164 1.127 0.22 0.50 -0.45
C 2.191 1.857 0.390 -0.43 -0.16 0.38
C 2.762 1.758 -1.940 -0.10 -0.09 0.14
C 1.212 -3.570 0.130 -1.32 -0.64 1.01
C 1.709 -2.715 -0.844 -0.39 2.00 -0.04
C 4.141 1.823 -1.649 -2.36 0.25 0.73
C -1.874 0.493 0.230 1.52 1.15 -1.12
C -3.725 -0.225 1.762 -1.41 -0.69 1.01
C -2.425 -0.459 1.089 0.18 -2.16 0.80
C 1.774 1.745 -0.939 1.49 -0.45 1.00
C 0.055 -3.229 0.831 1.05 -0.43 -0.59
C -1.729 -1.663 1.332 -1.23 1.81 -0.69
C 1.137 -1.438 -0.991 0.68 -1.11 -0.51
C -0.641 0.246 -0.438 -0.83 -0.34 1.68
C -0.559 -1.969 0.618 -0.16 -0.73 0.91
C -0.004 -1.029 -0.265 0.24 0.16 -0.57
S 0.028 1.566 -1.387 0.06 1.20 -0.33
C 4.953 1.110 -3.838 0.59 0.30 1.61
H -3.223 1.738 0.731 -0.21 0.13 0.13
H -7.004 0.210 3.854 0.17 -0.06 0.13
H -2.973 -0.921 3.665 -0.64 0.18 -0.11
H -7.037 0.629 1.398 0.08 0.07 -0.09
H 3.888 1.940 1.741 -0.23 0.20 -0.61
H 5.537 2.071 -0.086 0.61 -0.10 0.23
H -4.877 0.346 0.019 -0.39 -0.13 1.22
H 1.430 1.842 1.195 0.61 -0.03 -0.46
H 2.422 1.698 -2.951 -0.15 -0.13 -0.55
H 1.680 -4.534 0.326 -0.11 0.19 -0.16
H 2.552 -3.008 -1.463 -0.11 0.14 0.11
H -0.406 -3.953 1.516 0.25 0.46 -0.21
H -2.159 -2.382 2.020 0.06 -0.03 -0.08
H 1.533 -0.790 -1.758 0.00 0.09 -0.01


6
Properties=species:S:1:pos:R:3:forces:R:3 method="wB97M-V/def2-TZVPD" orbital_gap_ev=8.918 e_above_lowest_kj_mol=254.9 lumo_energy_ev=-0.8 fmax_ev_per_a=2.267
C -0.744 -0.458 -0.229 1.69 1.44 -0.45
C 0.529 0.017 -0.327 -0.86 -0.20 -1.15
F -1.315 -1.569 0.050 -0.92 -1.23 0.44
F 0.716 0.996 1.426 -0.59 0.40 -0.32
P -0.737 1.242 -0.275 1.29 -0.76 0.94
H 1.551 -0.227 -0.645 -0.62 0.35 0.54